Record 1
Molecular formula: C19H29F3N3
Method: DFT, wB97M-V/def2-TZVPD

Each line ends with the natural charge from an NBO analysis.
Geometry (Å):
C: 2.4468 1.3402 2.1298  -0.425
N: 2.0039 -0.0624 2.1755  -0.252
C: 2.4775 -0.8108 3.3395  -0.436
C: 1.0933 -0.5346 1.3416  0.292
C: 0.6421 -1.9095 1.3846  -0.178
C: 0.1141 -2.5178 2.5498  -0.167
C: -0.1880 -3.8605 2.5533  -0.168
C: -0.0514 -4.5949 1.3819  -0.096
C: -0.4636 -6.0429 1.4018  0.971
F: -0.8297 -6.4969 0.1728  -0.312
F: 0.5473 -6.8500 1.8438  -0.314
F: -1.5308 -6.2565 2.2272  -0.315
C: 0.4493 -4.0231 0.2109  -0.179
C: 0.7708 -2.6802 0.2146  -0.100
H: 2.9352 1.5571 3.0786  0.235
H: 3.1697 1.5003 1.3194  0.244
H: 1.5919 2.0110 1.9777  0.238
H: 3.3263 -0.2581 3.7345  0.232
H: 1.7127 -0.8681 4.1260  0.236
H: 2.8048 -1.8276 3.0882  0.251
H: 0.7492 0.1359 0.5502  0.263
H: -0.0490 -1.9348 3.4527  0.225
H: -0.5334 -4.3535 3.4641  0.255
H: 0.6006 -4.6347 -0.6742  0.256
H: 1.1961 -2.2098 -0.6684  0.225
C: 2.0938 1.8004 -2.9622  -0.411
C: 1.9741 3.3467 -3.1224  -0.413
C: 0.5254 3.6992 -2.7741  -0.211
N: -0.0266 2.5080 -2.1540  -0.465
C: -1.4553 2.4328 -2.1726  -0.209
C: -1.9456 1.2631 -1.3324  -0.050
C: -3.4771 1.2842 -1.2200  -0.405
C: -3.7669 0.9787 0.2684  -0.413
C: -2.4495 1.2384 1.0138  -0.215
N: -1.3942 1.1852 0.0114  -0.679
C: 0.6951 1.3079 -2.5563  -0.212
H: 2.3936 1.3375 -3.9067  0.222
H: 2.8150 1.5340 -2.1801  0.195
H: 2.6620 3.8758 -2.4577  0.211
H: 2.1854 3.6266 -4.1569  0.221
H: 0.4229 4.5371 -2.0754  0.198
H: -0.0128 3.9921 -3.6937  0.173
H: -1.8651 3.3852 -1.7900  0.199
H: -1.8682 2.2918 -3.1956  0.176
H: -1.6649 0.3490 -1.8906  0.173
H: -3.8679 2.2738 -1.5148  0.209
H: -3.8982 0.5244 -1.8850  0.224
H: -4.5897 1.5929 0.6533  0.227
H: -4.0420 -0.0797 0.3434  0.209
H: -2.4983 2.2384 1.4882  0.176
H: -2.2804 0.5212 1.8270  0.177
H: -0.5865 1.7732 0.1904  0.372
H: 0.2179 0.7774 -3.4065  0.175
H: 0.7183 0.5872 -1.7249  0.165

Computed properties:
Total charge   +1
Kohn-Sham gap   6.2344 eV
Strongest force on any atom   2.29 eV/Å
Molar mass   356.5 g/mol


Record 2
Molecular formula: C19H29F5NO2P2Pt
Method: DFT, wB97M-V/def2-TZVPD

Each line ends with the Mulliken charge.
Geometry (Å):
C: -2.9172 2.3283 -2.1102  -1.068
C: -1.9056 1.3655 -1.7330  1.676
N: -1.8913 0.8593 -0.4588  0.025
C: -2.8218 1.2275 0.4377  0.681
C: -3.9072 1.9913 0.0354  -0.824
C: -3.9755 2.5424 -1.2252  -0.563
C: -0.8513 0.9848 -2.6383  -2.090
P: 0.2512 -0.3656 -2.1346  1.264
Pt: -0.1328 -0.4248 0.1646  1.409
P: -0.8768 0.3244 2.2477  0.557
C: -2.6608 0.7682 1.8575  -1.166
C: 1.7594 -1.1125 0.8152  0.711
C: 2.2649 -2.2963 0.2888  -0.225
C: 3.5079 -2.7908 0.7027  -0.709
C: 4.2703 -2.0770 1.6364  -0.486
C: 3.7789 -0.8737 2.1353  -0.687
C: 2.5347 -0.3820 1.7143  0.187
O: 1.2135 3.5105 -2.5310  -0.784
O: 2.4939 2.4175 -0.1736  -0.672
H: -2.8245 2.8268 -3.0833  0.466
H: -4.7088 2.1558 0.7517  0.521
H: -4.7957 3.1558 -1.5545  0.463
C: -0.4007 -1.5623 -3.3247  -1.573
C: 1.9961 -0.1664 -2.6237  -1.135
H: -2.9788 1.5424 2.5689  0.564
H: -3.2640 -0.1338 2.0439  0.434
H: 0.5755 2.7723 -2.6774  0.368
H: -0.8854 1.4375 -3.6763  0.360
C: -0.8969 -0.7377 3.6838  -1.395
C: -0.1908 1.9208 2.7818  -1.253
H: 1.6700 -2.8593 -0.4300  0.351
H: 3.8761 -3.7313 0.2842  0.445
H: 5.2539 -2.4514 1.9403  0.405
H: 4.3537 -0.3120 2.8783  0.433
H: 2.1455 0.5473 2.1237  0.165
H: 1.1872 1.3498 0.0671  -0.288
H: 3.3022 1.9662 -0.4785  0.333
H: 2.0769 2.7808 -0.9636  0.330
H: 0.7414 4.2107 -2.0678  0.322
H: 0.5692 1.0929 0.5267  0.008
H: -0.1959 -1.1490 -4.3178  0.569
H: 0.0457 -2.5636 -3.2314  0.347
H: -1.4824 -1.6374 -3.1966  0.389
H: 2.0826 -0.0207 -3.7115  0.473
H: 2.5177 0.6635 -2.1281  0.141
H: 2.5228 -1.0928 -2.3538  0.336
H: -0.7981 2.2898 3.6247  0.505
H: 0.8465 1.8078 3.1188  0.388
H: -0.2300 2.6435 1.9624  0.376
H: -1.1841 -0.1300 4.5399  0.486
H: -1.6145 -1.5549 3.5373  0.399
H: 0.1016 -1.1600 3.8466  0.296
F: -2.3487 -2.1597 1.2716  -0.274
C: -1.1001 -2.3428 0.6802  -0.264
F: -0.3304 -3.0656 1.5863  -0.279
C: -1.3790 -3.3416 -0.4794  0.311
F: -1.8941 -4.5161 -0.0297  -0.274
F: -2.2705 -2.8158 -1.3635  -0.239
F: -0.2256 -3.6568 -1.1576  -0.243

Computed properties:
Total charge   +1
Spin multiplicity   5
Kohn-Sham gap (spin up / spin down)   5.5898 / 5.6059 eV
Strongest force on any atom   3.74 eV/Å
Molar mass   655.5 g/mol
<S²>   6.069


Record 3
Molecular formula: C19H29F5Ru
Method: DFT, wB97M-V/def2-TZVPD

Each line ends with the Mulliken charge.
Geometry (Å):
Ru: -1.1350 0.7355 0.1123  0.629
C: -0.3744 -1.1917 -0.3949  -0.444
C: 0.4555 -0.1516 -0.9219  0.988
C: 1.0446 0.5353 0.3147  -0.909
C: 0.5682 -0.1744 1.3934  -0.077
C: -0.2616 -1.2790 0.9937  -0.312
C: -0.7521 -2.3672 1.8661  1.525
C: 0.4179 -3.3899 1.7982  -1.613
C: -0.9429 -1.8988 3.3137  -1.621
C: -2.0272 -3.0196 1.3206  -1.529
C: 1.8410 1.8150 0.4693  2.024
C: 0.9334 3.0336 0.2007  -1.665
C: 2.3412 1.9257 1.9144  -1.985
C: 3.0570 1.8354 -0.4717  -1.698
C: 0.5634 0.0748 -2.4310  1.702
C: 1.9285 -0.4597 -2.9165  -1.554
C: 0.3718 1.5403 -2.8313  -1.515
C: -0.5391 -0.7297 -3.1346  -1.879
H: -0.9370 -1.8909 -0.9882  0.620
H: 0.8133 0.0556 2.4203  0.604
H: 1.3523 -2.9752 2.1830  0.405
H: 0.5833 -3.7622 0.7845  0.406
H: 0.1295 -4.2317 2.4310  0.469
H: -0.0039 -1.5764 3.7709  0.414
H: -1.3209 -2.7318 3.9048  0.457
H: -1.6674 -1.0825 3.3916  0.323
H: -1.8604 -3.5176 0.3629  0.441
H: -2.8363 -2.3001 1.2057  0.321
H: -2.3584 -3.7787 2.0277  0.445
H: -0.0018 3.0028 0.7588  0.395
H: 0.7334 3.2269 -0.8454  0.193
H: 1.4396 3.9179 0.5954  0.493
H: 1.5316 2.0606 2.6373  0.445
H: 2.9788 2.8056 1.9811  0.462
H: 2.9424 1.0615 2.2118  0.448
H: 2.7973 1.8760 -1.5231  0.264
H: 3.7001 0.9663 -0.3098  0.424
H: 3.6412 2.7264 -0.2403  0.491
H: 2.7719 0.0615 -2.4751  0.252
H: 1.9885 -0.3366 -4.0007  0.471
H: 2.0322 -1.5259 -2.6965  0.394
H: 1.1598 2.2016 -2.4870  0.233
H: -0.5883 1.9591 -2.5178  0.310
H: 0.3625 1.5890 -3.9211  0.510
H: -0.3730 -1.8078 -3.0753  0.370
H: -0.5373 -0.4593 -4.1897  0.465
H: -1.5403 -0.5148 -2.7566  0.365
F: -3.7485 -0.6876 0.3778  -0.232
C: -3.1035 0.4295 0.5890  0.388
F: -3.1096 0.7820 1.8689  -0.215
C: -3.5904 1.6361 -0.3134  0.636
F: -4.7868 2.0698 -0.1040  -0.162
F: -2.6860 2.6615 -0.0772  -0.205
F: -3.3976 1.2556 -1.5764  -0.166

Computed properties:
Total charge   +2
Kohn-Sham gap (spin up / spin down)   7.5231 / 7.3586 eV
Strongest force on any atom   1.78 eV/Å
Molar mass   453.5 g/mol


Record 4
Molecular formula: C19H29FN2O5S
Method: DFT, wB97M-V/def2-TZVPD

Each line ends with the natural charge from an NBO analysis.
Geometry (Å):
O: -0.9245 0.3970 -0.6362  -0.640
C: -1.6248 -0.5597 -0.3452  0.646
N: -1.1840 -1.6341 0.3409  -0.612
C: 0.1875 -1.7169 0.8043  -0.215
C: 1.1087 -2.5703 -0.0660  -0.247
C: 1.0472 -2.2494 -1.5850  -0.420
C: 2.5110 -1.9204 -1.9192  -0.053
C: 3.3671 -3.1885 -1.8126  -0.410
C: 3.4603 -3.4054 -0.2778  -0.406
C: 2.5905 -2.2650 0.2625  -0.031
N: 2.9149 -1.2012 -0.7007  -0.458
C: 2.7693 0.1497 -0.6044  0.712
O: 2.6214 0.8533 -1.5890  -0.631
C: 2.9243 0.7932 0.7648  -0.318
C: 4.2321 1.6502 0.7409  -0.395
C: 3.8487 3.0798 0.3884  -0.680
S: 2.3949 3.3322 1.3819  2.188
O: 2.8047 3.3469 2.7670  -0.959
O: 1.5552 4.3842 0.8786  -0.930
C: 1.7174 1.7168 1.0279  -0.690
C: -3.0984 -0.5609 -0.7148  0.144
F: -3.6142 -1.8527 -0.5273  -0.377
C: -3.9027 0.4332 0.1177  -0.243
C: -3.5946 1.8820 -0.2726  -0.435
C: -4.4879 2.8314 0.5079  -0.065
O: -5.8625 2.5499 0.3065  -0.527
C: -6.1845 1.2410 0.7322  -0.063
C: -5.4036 0.1850 -0.0347  -0.428
H: -1.8324 -2.3855 0.5059  0.418
H: 0.5553 -0.6910 0.8286  0.219
H: 0.1908 -2.0987 1.8275  0.203
H: 0.8967 -3.6260 0.1205  0.207
H: 0.6571 -3.0763 -2.1779  0.215
H: 0.4330 -1.3682 -1.7700  0.237
H: 2.6537 -1.3219 -2.8116  0.249
H: 2.9012 -4.0256 -2.3318  0.211
H: 4.3529 -3.0289 -2.2466  0.220
H: 3.0918 -4.3788 0.0443  0.210
H: 4.4863 -3.2971 0.0713  0.217
H: 2.7817 -1.9993 1.2993  0.219
H: 3.0098 0.0475 1.5508  0.223
H: 4.6941 1.6306 1.7268  0.230
H: 4.9393 1.2436 0.0193  0.230
H: 4.5889 3.8274 0.6651  0.253
H: 3.5540 3.1835 -0.6552  0.261
H: 1.0764 1.8103 0.1530  0.287
H: 1.1251 1.4295 1.8947  0.251
H: -3.1850 -0.3310 -1.7789  0.192
H: -3.6321 0.2941 1.1732  0.203
H: -2.5469 2.1206 -0.0963  0.244
H: -3.7865 2.0142 -1.3421  0.206
H: -4.2551 2.7693 1.5813  0.157
H: -4.3341 3.8607 0.1888  0.201
H: -5.9803 1.1438 1.8094  0.156
H: -7.2563 1.1208 0.5797  0.196
H: -5.6767 0.2377 -1.0935  0.206
H: -5.6762 -0.8066 0.3281  0.222

Computed properties:
Total charge   0
SMILES   O=C(NC[C@H]1C[C@@H]2CC[C@H]1N2C(=O)[C@H]1CCS(=O)(=O)C1)[C@@H](F)C1CCOCC1
Kohn-Sham gap   10.1040 eV
Strongest force on any atom   0.20 eV/Å
Molar mass   416.5 g/mol
Energy relative to the best compared isomer or geometry (same formula, charge and spin)   0.056 eV